This record from OMol25 describes a cluster of 12 separate species, C80H179N9O12 in total at a distorted geometry. The level of theory is ωB97M-V with the def2-TZVPD basis set.

Frontier orbital gap: 8.68 eV
E_LUMO: 0.42 eV
SMILES: CC1(C)CCCC(C)(C)N1O.CC1(C)CCCC(C)(C)N1O.CC1(C)CCCC(C)(C)N1O.CC1(C)CCCC(C)(C)N1O.CC1(C)CCCC(C)(C)N1O.CC1(C)CCCC(C)(C)N1O.CC1(C)CCCC(C)(C)N1O.COC[C@H](C)N.COC[C@H](C)N.CC(C)O.CC(C)O.CC(C)O

XYZ file:
```
280
Properties=species:S:1:pos:R:3:forces:R:3
C 6.189935 -6.124743 1.175807 -1.5 -0.2 1.4
C 5.727719 -4.695063 1.426694 1.9 1.1 -0.7
C 4.372258 -4.323169 0.801343 0.9 -1.5 -0.4
O 4.453767 -4.671239 -0.592362 -1.0 0.8 0.4
C 3.214646 -4.499777 -1.306559 0.8 -0.4 -0.2
N 5.599444 -4.405425 2.840167 -0.3 -1.5 1.4
H 6.497206 -6.273063 0.148036 0.1 -0.1 0.1
H 5.357765 -6.803465 1.456742 0.3 0.1 -0.5
H 6.944059 -6.350619 1.938236 0.4 0.0 -0.6
H 6.606420 -4.080788 1.009781 -1.4 -0.3 0.2
H 4.145751 -3.269649 0.969526 -0.1 0.1 -0.1
H 3.664925 -4.965026 1.375926 -0.1 0.4 -0.6
H 2.467206 -5.199541 -0.914903 0.0 0.0 -0.2
H 3.464240 -4.725561 -2.367506 -0.4 0.1 0.7
H 2.789762 -3.491267 -1.243418 0.3 0.0 0.1
H 5.639688 -3.437498 3.037177 0.2 1.0 0.3
H 6.159502 -4.942355 3.535655 -0.4 0.6 -1.3
C 6.158583 -1.649046 -1.295357 0.0 0.0 -0.3
C 4.958546 -0.729968 -0.964029 -0.1 -2.2 1.1
C 5.383391 0.345634 -0.015277 0.2 1.1 -0.4
O 5.464277 -0.087926 1.311684 0.5 -0.6 -0.4
C 6.204484 0.802555 2.113764 -1.0 -0.6 0.9
N 4.468313 -0.139187 -2.176940 -0.5 0.7 0.0
H 6.920009 -1.144009 -1.907215 -0.2 0.3 0.3
H 5.848839 -2.510564 -1.899434 -0.1 0.0 0.3
H 6.646389 -2.033118 -0.391948 -0.2 0.1 -0.1
H 4.212744 -1.419402 -0.426052 0.6 0.9 -0.6
H 4.696698 1.197730 -0.060081 -0.2 0.1 -0.1
H 6.347400 0.721260 -0.418696 -0.1 0.0 0.5
H 5.617700 1.728538 2.217269 0.5 0.1 0.0
H 7.217070 0.972319 1.749123 0.0 0.1 -0.1
H 6.224490 0.288857 3.088772 0.3 0.5 -0.2
H 4.443510 -0.855963 -2.859508 0.0 -0.7 -1.0
H 3.504242 0.190939 -2.111632 0.3 0.0 0.3
C 4.264182 -3.695324 6.089406 0.4 0.6 2.8
C 2.818257 -3.359147 6.031444 -0.8 0.7 0.2
C 2.586163 -1.934495 6.622491 -0.1 -0.2 -2.5
C 1.157417 -1.466310 6.192956 0.7 0.4 3.6
C 0.929824 -1.491756 4.759335 -0.8 0.3 -1.7
C 1.161269 -2.843614 4.131816 0.0 -0.5 -1.7
N 2.465238 -3.289811 4.575580 1.1 -0.2 1.6
O 2.789607 -4.587908 4.122743 0.2 -0.1 -1.4
C 0.007452 -3.808902 4.358940 -1.3 -1.3 0.6
C 1.297266 -2.581754 2.604809 -0.3 -2.2 0.6
C 2.103870 -4.455554 6.862072 0.1 0.4 0.1
H 4.577075 -3.673196 7.160919 -0.1 0.3 -0.6
H 4.908433 -3.060048 5.565318 0.8 1.3 -1.0
H 4.472336 -4.669102 5.818948 0.2 -2.2 -0.8
H 2.843604 -1.891099 7.679326 -0.3 0.1 0.0
H 3.301076 -1.299582 6.030663 -0.4 -0.3 0.8
H 1.012124 -0.437948 6.597563 -0.1 -0.6 -0.2
H 0.430522 -2.127696 6.704376 0.1 0.4 -0.1
H 1.584965 -0.809718 4.210211 0.0 0.3 0.3
H -0.119274 -1.190455 4.550307 0.5 -0.1 0.0
H 0.204218 -4.870883 4.037611 0.3 1.0 0.5
H -0.311112 -3.810886 5.440452 0.3 -0.2 -1.1
H -0.903916 -3.579071 3.757473 0.6 0.4 0.4
H 0.341882 -2.264771 2.240396 -0.5 0.6 -0.4
H 2.114432 -1.944832 2.387326 0.6 1.1 -0.1
H 1.533696 -3.513347 2.067205 -0.2 0.0 0.3
H 2.586184 -4.500265 7.851168 0.3 -0.2 -0.4
H 2.173457 -5.451874 6.354270 -0.5 1.0 0.5
H 1.118661 -4.080642 7.143515 -0.4 -0.7 -0.5
H 3.685123 -4.451750 3.724506 -0.6 -0.4 0.0
C -1.051227 -8.014462 2.253661 0.8 2.0 -0.6
C -2.013636 -7.328035 1.296277 -0.3 1.4 -0.6
C -1.256659 -6.363882 0.301441 -0.4 -0.9 1.0
C -2.210835 -5.839344 -0.748784 1.2 -0.7 -0.4
C -2.854345 -7.000001 -1.503714 1.3 -0.1 0.7
C -3.478285 -8.061811 -0.601240 -1.1 0.4 -0.3
N -2.565699 -8.347130 0.462080 0.2 -1.7 0.4
O -3.164874 -9.337612 1.358219 0.2 0.4 -0.8
C -4.887601 -7.626239 -0.113630 -0.3 -2.1 -1.1
C -3.644090 -9.311704 -1.472916 -0.7 0.4 -0.8
C -3.053935 -6.533800 2.133641 -1.0 -0.3 -0.2
H -0.313587 -7.227059 2.504186 -0.1 -0.6 0.3
H -0.567535 -8.855457 1.811193 0.5 -0.5 -0.5
H -1.551571 -8.352243 3.113345 -0.6 -0.3 1.2
H -0.840192 -5.555131 0.917208 0.2 -0.1 -0.3
H -0.487627 -6.974595 -0.191924 0.2 0.3 0.3
H -1.630801 -5.264055 -1.468306 0.0 0.3 -0.1
H -2.881623 -5.180588 -0.261099 -1.1 0.6 0.2
H -2.077074 -7.484772 -2.131961 -0.3 0.2 0.3
H -3.586134 -6.608947 -2.155949 -1.0 0.3 -0.9
H -4.991417 -6.609680 0.081332 0.1 1.8 0.6
H -5.556303 -7.793724 -0.989593 0.1 -0.2 0.8
H -5.199885 -8.223779 0.770764 0.1 0.4 -0.8
H -2.634281 -9.653183 -1.825217 -1.1 0.0 0.2
H -4.246308 -10.076374 -0.977506 0.5 -0.2 0.2
H -4.345223 -9.003898 -2.309624 1.2 -0.4 0.4
H -3.843565 -5.953444 1.615332 0.9 -0.2 -0.3
H -2.494614 -5.799548 2.711677 -0.2 -0.2 0.6
H -3.691580 -7.252038 2.706206 1.0 0.5 0.2
H -2.645625 -10.094449 1.080861 -0.1 -0.4 0.3
C 6.783232 5.800095 2.714237 0.6 -0.4 2.0
C 6.018617 5.860032 1.460499 -1.2 0.3 -2.2
C 6.525441 4.762885 0.520557 -1.6 -1.3 2.7
C 5.556072 4.492084 -0.558394 1.6 0.9 -3.3
C 4.195408 4.235459 -0.117761 -2.5 -0.3 0.8
C 3.541180 5.319453 0.732700 -0.1 0.4 1.1
N 4.566640 5.663137 1.696196 0.7 -0.1 1.9
O 4.135636 6.680194 2.641379 -0.2 -1.0 -0.3
C 2.987134 6.532579 -0.055240 0.5 -1.1 -0.5
C 2.332158 4.674530 1.536095 1.9 0.2 -0.4
C 6.257122 7.281273 0.877413 -0.1 -1.9 -0.6
H 7.866419 5.833558 2.576311 -0.1 0.3 -0.5
H 6.671557 4.891693 3.336152 -0.6 0.3 -0.4
H 6.483532 6.680318 3.264477 0.2 0.1 0.7
H 7.497113 5.091833 0.263607 1.1 -0.2 -0.8
H 6.528027 3.821912 1.151188 0.6 0.8 -0.5
H 5.925350 3.696105 -1.242126 -0.3 0.2 0.5
H 5.584030 5.396687 -1.196637 -0.3 -0.2 -0.1
H 4.125578 3.295906 0.413702 0.3 -0.3 0.6
H 3.436530 4.098744 -0.870211 0.2 -0.1 -1.1
H 2.283417 6.165507 -0.799262 -0.1 0.0 -0.2
H 2.442912 7.187550 0.582127 -0.3 0.6 0.7
H 3.752859 7.106277 -0.570303 0.2 0.0 0.0
H 1.588575 4.399594 0.792518 -0.4 -0.2 0.3
H 2.723873 3.815170 2.120831 -0.4 0.3 -0.6
H 1.981241 5.401452 2.255997 -0.5 0.2 -0.1
H 5.648927 7.904419 1.461764 -0.8 1.3 0.5
H 6.003042 7.327682 -0.187494 0.2 0.2 0.3
H 7.275795 7.498112 1.082354 1.0 0.6 -0.3
H 3.991223 6.110002 3.413783 0.0 0.6 -0.1
C -3.112936 7.345022 0.255889 -0.5 -0.2 -0.6
C -1.903121 7.608706 -0.736220 -0.2 0.2 0.7
C -0.727299 6.684319 -0.395458 -0.5 -0.2 0.4
C -1.020127 5.255140 -0.835635 -0.4 0.3 -1.2
C -1.398673 5.247739 -2.338478 0.4 0.9 0.3
C -2.519437 6.203955 -2.748549 -0.1 -1.2 0.8
N -2.138430 7.472482 -2.166676 -0.1 1.2 0.6
O -3.011394 8.549704 -2.559671 -0.5 -1.0 0.5
C -2.416145 6.412150 -4.226773 -0.5 2.4 0.0
C -3.923981 5.615925 -2.440746 -0.4 1.8 0.1
C -1.409131 9.051006 -0.432118 -0.6 -0.4 -0.9
H -4.122851 7.641866 -0.113355 0.9 -0.1 -0.2
H -2.906408 8.001172 1.084193 -0.1 0.0 0.6
H -3.230832 6.314113 0.664376 0.4 0.6 -0.6
H 0.158098 7.094445 -0.870757 0.2 -0.1 -0.3
H -0.566783 6.782918 0.685580 0.1 -0.3 0.0
H -1.825692 4.820085 -0.275906 -0.7 0.1 0.4
H -0.224573 4.550966 -0.670648 0.8 -0.1 0.1
H -1.690605 4.295090 -2.712422 -0.1 -1.1 0.0
H -0.560060 5.593031 -2.951688 0.3 -0.3 0.3
H -3.309313 7.042127 -4.452421 0.8 -0.3 -0.5
H -1.474147 6.963926 -4.421651 -0.6 -0.2 -0.1
H -2.438596 5.547407 -4.818677 -0.1 -1.4 -0.6
H -4.242423 4.901885 -3.182888 0.2 -0.5 -0.2
H -4.081362 5.235794 -1.445331 0.3 -0.4 0.4
H -4.657473 6.434290 -2.526642 0.2 -0.1 0.0
H -2.165400 9.792522 -0.630080 -0.5 0.1 -0.3
H -0.539430 9.330727 -1.043301 0.0 -0.3 0.5
H -1.287119 9.104374 0.630939 0.9 0.1 0.5
H -2.535392 8.881964 -3.305767 0.3 0.6 -0.7
C -1.465986 1.627765 -1.101631 1.2 -0.2 0.5
C -0.085103 1.189835 -1.761322 0.2 1.5 0.2
C 1.055484 1.108502 -0.727001 -1.3 -0.5 1.9
C 1.076483 -0.235131 0.060974 0.1 1.6 -0.2
C 1.114099 -1.370567 -0.900230 -1.5 -1.3 -1.6
C -0.171489 -1.320826 -1.793605 0.0 0.1 -0.8
N -0.111360 -0.028230 -2.502925 -0.9 -1.9 0.1
O -1.256732 -0.019554 -3.387000 0.6 0.7 0.4
C -0.257466 -2.355473 -2.926437 1.0 -0.9 0.2
C -1.407233 -1.568470 -0.951111 0.1 -1.0 0.5
C 0.436640 2.174016 -2.817283 0.5 0.1 -0.4
H -1.357407 2.588406 -0.565062 0.1 -0.4 -0.6
H -1.716840 0.918668 -0.291130 0.0 0.2 -0.5
H -2.303609 1.701421 -1.796929 0.2 -0.1 -0.1
H 1.995969 1.331500 -1.173908 0.9 -0.2 -0.7
H 0.981907 1.888203 0.056944 -0.4 0.0 -0.5
H 0.252320 -0.229095 0.795103 0.1 -0.3 -0.5
H 1.940527 -0.196394 0.680726 1.0 -0.2 0.5
H 1.072447 -2.371500 -0.475887 0.3 0.0 0.6
H 1.965592 -1.355946 -1.594817 0.0 0.3 0.3
H -1.189369 -2.359677 -3.482324 -0.3 0.2 0.4
H 0.483574 -2.158461 -3.698395 0.5 -0.1 0.1
H -0.129361 -3.374833 -2.519399 0.2 0.3 -0.2
H -2.302870 -1.162121 -1.361151 -0.6 0.4 -0.5
H -1.569850 -2.655154 -0.838984 0.1 0.3 -0.1
H -1.263481 -1.185057 0.031935 -0.2 0.4 0.9
H 1.426209 1.826276 -3.287811 -1.4 0.4 1.0
H 0.587096 3.134836 -2.334610 0.0 0.4 -0.3
H -0.279548 2.240421 -3.633270 -0.1 0.4 0.0
H -0.767101 -0.014733 -4.211102 -0.4 -0.1 -0.9
C -5.492566 -3.832669 -1.540308 -0.9 -1.6 -0.6
C -5.454369 -3.141519 -2.889117 -0.4 0.4 -0.7
C -4.220565 -3.596966 -3.700388 -0.4 0.2 0.2
C -4.219067 -3.239750 -5.190176 0.2 0.3 0.9
C -5.412570 -3.861192 -5.804135 -1.1 -0.2 0.9
C -6.699248 -3.364761 -5.156036 -1.0 -0.4 1.0
N -6.671513 -3.683936 -3.682096 1.5 1.0 0.1
O -7.881262 -3.186685 -3.095375 0.0 -0.8 0.2
C -7.038127 -1.880887 -5.428937 1.9 -0.5 -1.1
C -7.824192 -4.206093 -5.748088 -0.4 -0.1 -0.9
C -5.399303 -1.626216 -2.502749 -0.8 0.6 -0.7
H -5.684770 -4.885508 -1.724518 0.0 -0.4 -0.1
H -6.334729 -3.548619 -0.917886 0.0 0.6 0.1
H -4.590001 -3.829823 -0.976173 0.8 0.6 0.4
H -3.384212 -3.178338 -3.149147 0.5 -0.1 -0.1
H -4.195221 -4.683186 -3.681796 0.2 -0.3 0.4
H -3.369733 -3.674044 -5.690876 0.8 0.2 0.0
H -4.250978 -2.160170 -5.319043 0.3 0.1 -0.2
H -5.369187 -4.957824 -5.689035 -0.1 0.3 -0.1
H -5.536102 -3.620366 -6.830424 0.2 0.1 -1.2
H -6.159692 -1.235734 -5.244919 -0.4 -0.2 -0.1
H -7.310623 -1.773303 -6.495451 0.0 0.1 0.5
H -7.827487 -1.560965 -4.806061 -1.0 0.3 0.6
H -7.662473 -4.256472 -6.845150 -0.5 0.5 0.4
H -7.817408 -5.267183 -5.491943 0.2 0.1 0.6
H -8.808416 -3.781111 -5.501693 0.3 -0.2 -0.3
H -5.219661 -0.855475 -3.278583 0.1 -0.8 0.0
H -4.672375 -1.406722 -1.703265 -0.1 -0.5 -0.3
H -6.390945 -1.377200 -2.105039 0.1 0.0 0.1
H -8.269506 -4.016288 -2.758460 0.1 0.7 -0.2
C -4.211011 2.972409 2.926191 -1.9 -0.6 -1.6
C -2.800450 3.355856 3.099427 1.9 -0.5 0.4
C -2.719472 4.827693 3.367347 -0.8 0.8 0.1
C -1.331917 5.277112 3.826130 -0.1 -0.7 -1.6
C -0.885121 4.466361 5.007662 0.1 1.1 1.1
C -0.961431 2.940452 4.906208 -0.3 0.6 -0.6
N -2.315442 2.655974 4.381295 -0.8 0.6 -0.6
O -2.490122 1.255761 4.196881 -0.9 -0.6 1.2
C 0.123597 2.425884 3.927555 0.7 -1.0 2.3
C -0.851612 2.383203 6.340260 0.5 0.9 0.4
C -2.106937 2.922913 1.772527 1.0 0.6 1.4
H -4.156848 1.877878 2.783395 -0.7 0.5 -0.1
H -4.625743 3.463081 1.941882 0.5 -0.9 2.0
H -4.856073 3.191529 3.799005 0.3 0.1 -0.5
H -3.150362 5.374316 2.503409 0.7 -0.2 0.2
H -3.523313 4.950370 4.101229 0.5 0.5 0.6
H -1.269909 6.342842 4.043012 0.0 0.0 0.0
H -0.655003 5.049279 2.989467 0.0 0.4 -0.1
H -1.526071 4.901818 5.803251 0.4 -0.9 0.2
H 0.151384 4.738520 5.263620 -0.2 -0.1 0.0
H -0.132886 1.366003 3.720378 0.6 0.5 0.0
H 0.126358 2.989902 3.038301 0.1 0.5 -0.9
H 1.154084 2.530677 4.401868 -1.2 -0.4 -0.6
H -1.095327 1.319216 6.382110 0.2 0.1 0.1
H 0.178571 2.596390 6.767971 -1.0 -0.5 -0.6
H -1.543741 2.965769 6.997036 0.3 -0.6 -0.5
H -2.058045 1.840381 1.782642 -0.2 -0.2 -0.4
H -1.044049 3.279400 1.692697 -1.2 -0.1 -0.3
H -2.737368 3.323986 0.979538 0.3 -0.3 -0.2
H -3.214206 1.029157 4.850212 1.3 0.3 -1.1
C 3.753484 3.637992 -3.601312 -0.4 -1.2 -0.1
C 2.889467 4.377902 -4.608374 -1.4 -0.8 0.0
C 2.156482 5.550276 -4.067487 -0.6 -0.4 2.6
O 3.629414 4.882964 -5.660425 1.2 -0.6 -2.1
H 4.544004 4.281693 -3.268587 0.6 0.3 0.2
H 4.173612 2.747253 -4.098696 0.2 0.4 0.2
H 3.246369 3.235471 -2.698611 -0.1 0.5 -0.7
H 2.149892 3.652833 -5.070126 0.8 0.7 0.4
H 1.504302 5.215291 -3.237518 0.1 0.2 -0.3
H 1.542717 6.045030 -4.795223 0.0 0.4 -0.4
H 2.900397 6.191504 -3.567656 -0.3 0.3 -0.4
H 4.136838 5.661283 -5.431100 0.0 0.1 0.4
C -3.964782 -2.183139 3.726436 -0.6 0.4 0.3
C -4.501100 -2.263220 2.298717 1.2 1.8 -0.4
C -4.610693 -0.836237 1.625286 -0.7 -0.9 2.0
O -3.593089 -3.025373 1.466737 0.0 0.4 -0.1
H -2.933141 -1.841277 3.770959 0.3 -0.2 -0.4
H -4.021860 -3.184326 4.182661 -0.1 0.6 0.3
H -4.491289 -1.362442 4.290904 0.0 -1.2 -0.3
H -5.455386 -2.763397 2.211299 -0.3 -0.1 0.4
H -5.158670 -0.003738 2.147578 0.3 -1.2 -0.3
H -5.075918 -1.110803 0.725295 -0.7 0.5 -1.6
H -3.616237 -0.493963 1.470345 1.0 0.4 -0.3
H -3.154295 -2.405206 0.852113 -0.2 -0.5 0.5
C 2.277029 -0.290861 -5.319355 0.1 0.5 -1.1
C 1.356116 0.207239 -6.403556 1.1 -0.2 -1.2
C 1.906498 -0.086985 -7.821083 -0.6 -0.4 1.3
O 0.063450 -0.339865 -6.270476 -0.8 1.0 0.9
H 2.482803 -1.327263 -5.434093 0.0 -1.1 0.1
H 1.845244 -0.042352 -4.404520 -0.9 -0.2 1.8
H 3.209079 0.228497 -5.303628 0.9 0.5 -0.4
H 1.238966 1.274427 -6.279937 -0.2 0.4 0.0
H 2.882847 0.294994 -7.996121 1.0 0.3 0.2
H 1.291715 0.390690 -8.550326 -0.7 -0.1 -0.6
H 1.956818 -1.179489 -7.927273 -0.2 0.2 -0.3
H -0.026339 -1.179925 -6.690310 0.2 -0.9 -0.5
```
Forces are in eV/Å.